Molecular formula: CH3N5
Method: DFT, ωB97M-V/def2-TZVPD

For the energy, the calculation gives -313.6587 a.u. The LUMO energy comes out at 1.15 eV. As for the orbital gap: 10.454 eV. For the energy above the lowest of the compared OMol25 structures with the same formula, charge and spin, the calculation gives 0.2 kcal/mol. The value obtained for the HOMO energy is -9.3 eV.

Structure (ORCA input):
```
! wB97M-V def2-TZVPD RIJCOSX def2/J DEFGRID3
* xyz 0 1
N 0.141 -1.725 0.139
C 0.040 -0.379 -0.134
N 0.004 0.232 -1.345
N -0.233 1.496 -1.098
N -0.329 1.598 0.203
N -0.152 0.469 0.867
H 0.325 -1.846 1.128
H 0.713 -2.307 -0.453
H -0.510 2.462 0.693
*
```

---

Molecular formula: C39H61BN2O4SSi5Ta
Method: DFT, ωB97M-V/def2-TZVPD

For the energy, the calculation gives -3860.7287 a.u. The LUMO energy comes out at -3.71 eV. As for the orbital gap: 6.834 eV. For the energy above the lowest of the compared OMol25 structures with the same formula, charge and spin, the calculation gives 1.8 kcal/mol. The value obtained for the HOMO energy is -10.5 eV.

Structure (ORCA input):
```
! wB97M-V def2-TZVPD RIJCOSX def2/J DEFGRID3
* xyz 1 1
Ta -0.374 0.468 0.699
C 2.687 1.114 2.104
Si 1.583 2.616 2.194
C 1.238 2.885 4.006
C 2.538 3.992 1.375
N -0.029 2.277 1.379
C -1.066 3.219 1.691
C -0.792 4.500 2.161
C -1.807 5.349 2.574
C -3.119 4.909 2.555
C -3.424 3.647 2.071
C -2.408 2.834 1.600
O -2.623 1.583 1.046
C -3.950 1.148 0.855
C -4.776 1.811 -0.033
C -6.065 1.341 -0.230
C -6.518 0.219 0.448
C -5.681 -0.421 1.350
C -4.395 0.053 1.569
H 3.568 1.446 2.668
H 3.051 0.851 1.113
H 2.319 0.225 2.615
H 2.190 2.859 4.542
H 0.624 2.068 4.394
H 0.742 3.821 4.253
H 3.437 4.147 1.977
H 2.039 4.953 1.271
H 2.860 3.680 0.380
H 0.226 4.853 2.198
H -1.564 6.342 2.924
H -3.917 5.547 2.909
H -4.449 3.307 2.049
H -4.419 2.680 -0.559
H -6.713 1.853 -0.928
H -7.523 -0.146 0.285
H -6.034 -1.280 1.906
H -3.762 -0.394 2.320
O -1.412 -1.232 0.367
N -1.912 -2.076 1.282
C -2.527 -3.184 0.814
C -3.030 -4.091 1.702
C -2.892 -3.845 3.073
C -2.271 -2.703 3.514
C -1.764 -1.778 2.592
S -1.058 -0.263 2.997
H -2.564 -3.254 -0.262
H -3.518 -4.978 1.328
H -3.282 -4.555 3.789
H -2.165 -2.485 4.566
C 4.354 -5.954 3.083
C 5.027 -5.534 1.777
C 4.946 -6.705 0.789
C 6.500 -5.219 2.077
C 4.353 -4.311 1.155
C 4.908 -3.742 0.000
C 4.360 -2.640 -0.642
C 3.218 -2.114 -0.078
O 2.465 -1.030 -0.484
B 1.444 -0.911 0.435
O 1.525 -1.938 1.386
C 2.656 -2.661 1.051
C 3.191 -3.758 1.695
H 4.881 -6.812 3.501
H 3.315 -6.253 2.931
H 4.379 -5.156 3.827
H 5.454 -7.580 1.200
H 5.418 -6.459 -0.162
H 3.908 -6.977 0.588
H 6.964 -6.060 2.594
H 6.590 -4.336 2.712
H 7.071 -5.038 1.167
H 5.805 -4.179 -0.415
H 4.804 -2.219 -1.533
H 2.716 -4.150 2.582
C 2.728 1.676 -1.926
Si 1.334 0.893 -2.937
C 1.619 -0.908 -3.403
C 1.416 1.796 -4.586
Si -0.785 1.125 -1.811
Si -2.156 -0.357 -3.053
C -3.971 -0.266 -2.578
C -1.579 -2.149 -2.859
C -2.038 0.038 -4.888
Si -1.217 3.432 -2.264
C -1.446 3.690 -4.113
C 0.277 4.405 -1.680
C -2.760 4.259 -1.578
H 3.661 1.123 -2.043
H 2.510 1.733 -0.860
H 2.892 2.693 -2.289
H 2.676 -1.057 -3.641
H 1.053 -1.114 -4.315
H 1.336 -1.636 -2.649
H 2.338 1.438 -5.056
H 1.513 2.877 -4.478
H 0.594 1.585 -5.269
H -4.175 -0.661 -1.580
H -4.531 -0.867 -3.301
H -4.359 0.752 -2.621
H -1.075 -2.335 -1.911
H -0.885 -2.414 -3.657
H -2.442 -2.816 -2.940
H -2.332 1.065 -5.105
H -2.701 -0.623 -5.452
H -1.027 -0.105 -5.271
H -0.614 3.360 -4.732
H -1.592 4.760 -4.286
H -2.346 3.184 -4.467
H 1.164 4.157 -2.266
H 0.506 4.210 -0.631
H 0.087 5.475 -1.793
H -3.668 3.778 -1.943
H -2.750 5.267 -2.005
H -2.804 4.363 -0.494
*
```